This record from the OMol25 dataset describes a cluster of 7 separate species, C6H24N13O9 in total in a non-equilibrium geometry. The level of theory is ωB97M-V with the def2-TZVPD basis set.

Properties
net charge = -1
calculated total energy = -44413.0527 eV
Kohn-Sham gap = 0.3366 hartree

Each line ends with the Mulliken charge.
Element x y z (Å)
1 N 0.89870 -0.51264 -0.47893  1.00
2 O 1.69099 -1.37061 -0.09530  -0.80
3 O 1.02238 0.57758 0.08739  -0.92
4 O 0.19800 -0.72999 -1.45382  -0.70
5 C -3.33824 0.31837 -2.84859  0.61
6 O -3.82814 -0.48624 -2.04958  -0.67
7 N -3.87400 1.08971 -3.71442  -0.42
8 N -2.02925 0.40697 -2.95232  -0.25
9 H -4.87723 0.98491 -3.76582  0.26
10 H -3.41583 1.90797 -4.08941  0.19
11 H -1.45494 -0.01417 -2.23614  0.29
12 H -1.67604 0.89179 -3.76490  0.15
13 C -0.44194 -4.47655 -2.26674  0.66
14 O -0.91694 -5.43455 -2.82055  -0.69
15 N -1.04249 -3.90989 -1.30351  -0.37
16 N 0.86373 -4.22655 -2.18876  -0.34
17 H -0.68397 -3.00434 -1.03604  0.16
18 H -2.00506 -4.21319 -1.26393  0.21
19 H 1.52549 -4.79835 -2.69394  0.17
20 H 1.11155 -3.54786 -1.48301  0.16
21 C -2.00406 -0.20135 2.25567  0.53
22 O -2.97453 -0.58379 2.88203  -0.73
23 N -1.78953 0.81395 1.43925  -0.15
24 N -1.05776 -1.10250 2.03846  -0.20
25 H -2.58467 1.41611 1.28030  0.22
26 H -0.97729 0.70301 0.84929  -0.01
27 H -0.18957 -0.80810 1.61458  0.04
28 H -1.08326 -1.86160 2.70421  0.22
29 C 1.72586 2.35822 -3.10222  0.50
30 O 2.09502 3.29379 -3.82339  -0.75
31 N 1.83826 2.52072 -1.77761  -0.29
32 N 1.27403 1.21089 -3.47596  -0.31
33 H 2.38053 3.31849 -1.47827  0.19
34 H 1.72677 1.74975 -1.13475  0.33
35 H 0.92141 1.19909 -4.42233  0.25
36 H 0.90013 0.54936 -2.81062  0.19
37 C 2.44328 -1.43534 3.58132  0.64
38 O 2.51596 -1.77478 4.75495  -0.75
39 N 2.46640 -2.22562 2.54674  -0.32
40 N 2.46934 -0.21864 3.21919  -0.14
41 H 2.28366 -3.20294 2.72436  0.20
42 H 2.42593 -1.89501 1.59324  0.29
43 H 2.48466 0.54136 3.88422  0.15
44 H 2.48029 -0.09038 2.21743  0.06
45 C 0.79579 3.15869 3.16323  0.69
46 O 1.91555 2.69352 3.36786  -0.76
47 N 0.15299 3.88734 4.01534  -0.38
48 N 0.16844 2.81210 2.13387  -0.07
49 H 0.50952 4.18928 4.91078  0.23
50 H -0.75605 4.24244 3.75524  0.14
51 H -0.77333 3.16572 2.04379  0.14
52 H 0.48956 2.12378 1.46813  0.17

---

This record from the OMol25 dataset describes a cluster of 5 separate species, C6H24N2O4 in total in a non-equilibrium geometry. The level of theory is ωB97M-V with the def2-TZVPD basis set.

Properties
net charge = 0
calculated total energy = -17779.4368 eV
Kohn-Sham gap = 0.3057 hartree
SMILES string = CC[C@@H](CNC)NC.O.O.O.O

Each line ends with the Mulliken charge.
Element x y z (Å)
1 C -1.88303 1.66382 1.30560  -1.38
2 C -0.35373 1.49875 1.25217  -0.57
3 C 0.29045 0.51036 0.26153  0.65
4 C -0.61269 0.23554 -0.97530  -0.65
5 N -0.36712 -1.19755 -1.25483  -0.17
6 C 0.15367 -1.59719 -2.54645  -1.05
7 N 1.64669 0.79836 -0.18948  -0.01
8 C 2.86764 0.01779 0.25698  -1.07
9 H -2.19133 2.53837 1.87724  0.39
10 H -2.28306 1.75008 0.30400  0.48
11 H -2.24435 0.79966 1.86531  0.18
12 H 0.08028 2.47625 1.00997  0.35
13 H 0.00516 1.26538 2.25417  -0.27
14 H 0.47785 -0.44405 0.76128  0.22
15 H -0.30947 0.96862 -1.72550  0.00
16 H -1.64126 0.44529 -0.71619  0.54
17 H -1.27438 -1.60553 -1.06874  0.08
18 H 0.53002 -2.61308 -2.41955  0.33
19 H 0.99682 -0.96000 -2.82275  0.34
20 H -0.49441 -1.56540 -3.43629  0.31
21 H 1.92781 1.76102 -0.07580  0.30
22 H 2.87311 -0.68920 -0.57464  0.35
23 H 3.63618 0.71855 0.54767  0.36
24 H 2.64750 -0.66985 1.08288  0.27
25 O -3.08178 -3.14659 -1.47306  -0.66
26 H -3.17365 -2.97876 -0.53088  0.31
27 H -3.56725 -2.49832 -1.98391  0.32
28 O 1.82161 0.69372 3.57450  -0.64
29 H 1.04846 0.13109 3.60698  0.35
30 H 1.68220 1.46020 3.02182  0.36
31 O 2.35027 2.26144 -2.97970  -0.66
32 H 2.88591 2.16313 -2.18954  0.31
33 H 1.47435 1.93023 -2.77649  0.33
34 O -1.92976 -1.85452 1.89184  -0.55
35 H -2.25490 -1.50525 2.72835  0.28
36 H -1.73380 -2.76233 2.13682  0.29

---

This record from the OMol25 dataset describes a cluster of 6 separate species, C6H24N6O6 in total in a non-equilibrium geometry. The level of theory is ωB97M-V with the def2-TZVPD basis set.

Properties
net charge = 0
calculated total energy = -27835.8938 eV
Kohn-Sham gap = 0.3060 hartree
SMILES string = NC(N)=O.NC(N)=O.NC(N)=O.CO.CO.CO

Each line ends with the Mulliken charge.
Element x y z (Å)
1 N -3.21179 -0.29350 0.09283  -0.31
2 C -3.07979 0.34550 1.22383  0.49
3 N -2.02779 0.04250 1.91683  -0.25
4 O -3.94379 1.27550 1.68883  -0.77
5 H -4.02579 -0.07950 -0.46917  0.16
6 H -2.59579 -1.05350 -0.25917  0.36
7 H -1.78779 0.71650 2.65883  0.28
8 H -1.20379 -0.35450 1.42983  0.25
9 N 0.49721 -3.04350 -0.24517  -0.23
10 C -0.45879 -3.01750 -1.09617  0.59
11 N -0.61379 -4.05750 -1.87717  -0.44
12 O -1.39879 -2.01850 -1.15417  -0.80
13 H 0.58221 -2.13950 0.30583  0.28
14 H 1.22521 -3.76650 -0.12417  0.21
15 H -1.47779 -4.16050 -2.44617  0.27
16 H 0.07321 -4.74650 -1.93217  0.14
17 N 2.17821 3.53250 2.27883  -0.37
18 C 1.21121 3.12550 1.53283  0.45
19 N 1.46621 2.08850 0.79983  -0.48
20 O -0.10879 3.65150 1.54283  -0.67
21 H 1.98721 4.40550 2.75483  0.30
22 H 3.11621 3.15650 2.11283  0.20
23 H 0.64921 1.79550 0.24783  0.36
24 H 2.38121 1.78850 0.43183  0.27
25 C 0.83921 -1.38850 2.47183  -0.85
26 O 0.75621 -0.72050 1.25283  -0.41
27 H 0.51921 -0.79350 3.32183  0.32
28 H 1.91021 -1.67150 2.61183  0.29
29 H 0.25721 -2.30750 2.51683  0.37
30 H 1.14721 0.13750 1.26583  0.23
31 C -0.61779 2.41550 -1.47417  -1.06
32 O -0.61879 1.13450 -0.80617  -0.31
33 H -1.31579 2.36050 -2.31217  0.29
34 H 0.35621 2.69450 -1.87917  0.36
35 H -0.96879 3.22050 -0.80117  0.34
36 H -1.48579 0.84350 -0.50317  0.16
37 C 1.28321 -0.42850 -2.68217  -0.09
38 O 2.22721 -0.73550 -3.73017  -0.59
39 H 1.64521 -0.99950 -1.82417  0.03
40 H 0.27421 -0.83250 -2.87617  0.13
41 H 1.25721 0.65650 -2.61317  0.20
42 H 3.10121 -0.77850 -3.35417  0.30

---

This record from the OMol25 dataset describes a cluster of 8 separate species, C6H24O7 in total in a non-equilibrium geometry. The level of theory is ωB97M-V with the def2-TZVPD basis set.

Properties
net charge = 0
calculated total energy = -20941.1934 eV
Kohn-Sham gap = 0.2987 hartree
SMILES string = C/C=C/C=C/C.O.O.O.O.O.O.O

Each line ends with the Mulliken charge.
Element x y z (Å)
1 C -2.69414 -2.09921 0.54392  -1.35
2 C -2.16300 -0.70294 0.67016  0.13
3 C -0.85904 -0.35292 0.82553  -0.13
4 C -0.41926 0.95776 0.89731  -0.16
5 C 0.85509 1.20968 1.27305  0.10
6 C 1.33499 2.56924 1.19233  -1.13
7 H -1.89772 -2.75484 0.29588  0.23
8 H -3.52307 -2.15183 -0.07885  0.40
9 H -3.17048 -2.42396 1.53646  0.28
10 H -2.82739 0.09149 0.62531  0.52
11 H 0.01534 -1.04800 0.64615  -0.22
12 H -1.18137 1.71927 0.65617  0.20
13 H 1.52634 0.33993 1.39164  0.30
14 H 2.29272 2.51886 0.84519  0.38
15 H 0.60169 3.18774 0.51125  0.03
16 H 1.26343 3.04797 2.13436  0.41
17 O 1.80078 -0.54176 -2.45374  -0.65
18 H 2.52633 -1.18365 -2.07639  0.34
19 H 1.71156 -0.62017 -3.43053  0.29
20 O 2.98483 -2.16766 -0.68209  -0.63
21 H 3.33680 -1.74112 0.07854  0.27
22 H 2.50625 -2.88479 -0.32677  0.34
23 O -1.71582 0.47830 -1.78012  -0.52
24 H -2.17480 0.68017 -2.55894  0.26
25 H -1.07064 -0.10744 -2.15086  0.25
26 O 1.23696 -3.75903 0.70513  -0.73
27 H 0.84082 -3.52480 1.65438  0.38
28 H 0.34089 -3.69819 0.39706  0.31
29 O -0.61071 -0.92549 3.87930  -0.66
30 H -0.49572 -0.02971 3.40633  0.35
31 H -1.60701 -0.93353 4.01933  0.32
32 O 1.46869 2.38748 -2.07966  -0.58
33 H 1.45024 1.49290 -2.19423  0.30
34 H 1.01714 2.88032 -2.80567  0.34
35 O -1.06693 3.44531 -2.19251  -0.68
36 H -0.50402 4.00934 -1.59801  0.33
37 H -1.12976 2.63527 -1.77641  0.38

---

Number 1: E_HOMO -0.2523 hartree. Number 2: E_HOMO -0.3007 hartree. Number 3: E_HOMO -0.3076 hartree. Number 4: E_HOMO -0.2869 hartree.